Entry from OMol25: a cluster of 2 separate species, C12H18FN3O5PS in total (the ωB97M-V functional and the def2-TZVPD basis).

Atoms and positions in Å:
H1 -0.920 1.211 -1.662
O1 4.330 -2.293 2.315
C1 2.051 -3.012 1.718
C2 1.014 -1.890 -0.268
H2 6.092 -0.351 0.520
H3 -5.427 4.330 -3.400
C3 3.544 -2.898 1.274
C4 1.249 -1.867 1.135
C5 -6.211 2.386 -4.055
O2 -4.614 2.690 -2.453
C6 6.045 -0.565 1.596
H4 -2.097 2.011 0.906
N1 -2.184 1.461 0.058
H5 -0.286 2.286 -0.317
H6 2.343 -1.312 3.848
C7 -0.860 1.381 -0.584
C8 0.326 -0.843 -0.835
H7 6.819 -1.279 1.896
H8 3.581 -2.255 0.382
O3 -4.986 1.767 -4.462
H9 -6.701 2.875 -4.893
C9 -0.109 0.199 0.050
S1 -0.378 -1.745 4.415
N2 0.097 0.194 1.331
H10 0.141 -0.798 -1.905
C10 -4.106 1.907 -3.447
P1 1.071 -0.776 3.580
H11 -2.802 1.960 -0.577
H12 0.952 0.581 3.928
H13 1.941 -3.164 2.796
N3 0.779 -0.831 1.797
O4 3.753 -0.155 1.966
H14 1.675 -3.933 1.243
F1 -6.664 3.539 -2.041
H15 1.383 -2.725 -0.863
C11 -5.737 3.359 -3.008
O5 -3.024 1.418 -3.421
H16 -6.882 1.630 -3.645
H17 6.237 0.380 2.121
C12 4.631 -0.991 1.965
H18 3.938 -3.883 0.995

Cartesian forces (eV/Å) of the 6 atoms listed first:
-0.16 0.28 0.24
0.79 0.17 -0.94
0.20 -0.25 -0.49
-0.34 0.43 0.04
-0.06 -0.22 0.27
-0.05 0.04 0.11

Summary:
energy: -1847.6740 Eh
maximum force: 2.9 eV Å⁻¹
charge: +1
lowest unoccupied orbital energy: -4.3 eV
highest occupied orbital energy: -12.1 eV
gap between HOMO and LUMO: 7.76 eV

---

Entry from OMol25: a structure of composition C12H18FO9Pt (the ωB97M-V functional and the def2-TZVPD basis).

Atoms and positions in Å:
C1 -0.106 0.169 3.468
C2 3.270 0.318 1.214
H1 2.238 1.964 0.467
O1 -1.779 1.437 4.461
H2 -2.218 0.006 1.359
C3 -1.636 -1.057 -4.051
O2 4.486 0.921 1.554
H3 -0.812 -0.369 -2.231
C4 -0.762 -0.112 -3.289
O3 -5.010 -1.100 -4.331
H4 3.420 -0.727 0.943
H5 -1.143 -1.342 -4.980
H6 -1.898 -2.251 -2.308
O4 -0.570 2.958 5.517
C5 5.022 1.614 0.527
H7 -2.203 1.561 1.891
C6 -2.413 0.563 2.275
H8 -1.935 -0.692 3.993
C7 2.262 0.478 -1.135
H9 -0.883 0.971 -3.280
C8 -0.633 1.980 4.769
H10 1.342 -0.036 -0.858
H11 -1.606 -3.181 -3.894
H12 2.507 0.371 1.990
O5 6.189 2.103 0.462
O6 4.020 1.756 -0.381
H13 0.200 0.188 2.422
H14 0.247 -0.196 -3.692
H15 1.955 1.026 -2.026
C9 -2.059 -2.331 -3.383
H16 0.083 -0.762 4.003
O7 -3.406 -2.475 -3.550
O8 0.357 1.320 4.205
F1 -0.490 -1.589 0.454
C10 2.857 1.184 0.023
C11 -1.637 0.288 3.622
Pt1 -0.043 -3.642 0.885
O9 -2.857 -0.386 -4.064
H17 -3.498 0.631 2.355
C12 -3.850 -1.270 -4.004
H18 2.990 -0.287 -1.405

Cartesian forces (eV/Å) of the 6 atoms listed first:
-1.96 -0.50 0.04
-0.54 -0.23 -1.11
-0.43 0.33 -0.36
-0.88 1.63 1.95
0.57 -1.05 0.69
0.64 0.92 0.66

Summary:
spin multiplicity: 3
energy: -1363.8315 Eh
maximum force: 7.0 eV Å⁻¹
charge: +1
lowest unoccupied orbital energy (spin up / spin down): -5.4 / -10.5 eV
highest occupied orbital energy (spin up / spin down): -12.5 / -12.5 eV
gap between HOMO and LUMO (spin up / spin down): 7.09 / 1.98 eV
expectation value of S²: 2.005

---

Entry from OMol25: the molecule C12H18N2O5S (the ωB97M-V functional and the def2-TZVPD basis).

Atoms and positions in Å:
H1 2.064 -2.082 2.888
O1 1.130 2.461 1.695
H2 2.280 2.237 -0.634
H3 -1.563 -0.990 1.378
H4 2.469 1.146 -2.045
H5 -0.620 0.376 -6.814
C1 1.985 1.266 -1.124
H6 -2.400 0.699 -2.751
C2 0.861 -0.599 1.826
H7 0.135 -3.737 2.221
H8 0.979 0.679 -6.344
O2 1.432 -0.380 -3.557
O3 -0.555 -3.153 2.435
C3 -0.349 1.633 -0.281
H9 -2.031 -1.716 3.974
H10 0.616 -1.230 0.924
H11 2.105 0.448 -0.487
C4 1.240 -1.390 3.104
H12 0.294 -1.069 -6.228
C5 -1.615 1.695 -0.929
C6 -1.561 1.046 -2.187
S1 -0.194 1.945 1.433
H13 1.597 -0.774 4.017
H14 -2.597 2.081 -0.453
N1 0.522 1.316 -1.298
H15 0.069 -2.788 4.420
C7 -1.527 -0.386 2.241
O4 -1.273 2.826 2.016
C8 0.366 0.240 -3.603
C9 -1.246 -1.073 3.633
O5 -0.369 0.335 -4.775
C10 -0.057 -2.185 3.516
H16 -1.099 -0.299 4.455
N2 -0.292 0.337 2.116
H17 1.702 -0.063 1.562
C11 0.110 0.018 -6.101
C12 -0.215 0.866 -2.409
H18 -2.393 0.266 2.168

Cartesian forces (eV/Å) of the 6 atoms listed first:
-0.11 0.07 -0.14
-0.15 -0.99 -0.48
-0.14 -1.19 -0.41
-0.48 -1.66 -0.64
0.53 -0.29 -1.19
-0.69 -0.24 0.26

Summary:
energy: -1351.8415 Eh
maximum force: 4.6 eV Å⁻¹
SMILES: COC(=O)c1ccc(S(=O)(=O)N2CCC(O)CC2)n1C
charge: 0
lowest unoccupied orbital energy: 0.3 eV
highest occupied orbital energy: -8.8 eV
gap between HOMO and LUMO: 9.10 eV

---

Entry from OMol25: the molecule C12H18N2Si (the ωB97M-V functional and the def2-TZVPD basis).

Atoms and positions in Å:
H1 -2.606 0.062 1.365
Si1 -1.373 -1.952 0.352
H2 3.315 4.293 -2.378
C1 1.300 4.064 -1.616
H3 -0.619 3.516 -1.049
H4 -1.565 -3.958 2.023
C2 2.180 1.637 -0.764
C3 0.509 0.064 1.054
C4 2.638 3.742 -1.846
C5 3.101 2.497 -1.375
H5 0.957 5.005 -1.965
C6 0.843 1.961 -0.561
H6 2.142 -2.195 3.583
H7 2.551 0.688 -0.454
H8 -2.086 -2.731 -1.974
H9 -0.741 1.621 0.912
C7 0.107 -1.198 1.222
C8 -1.341 -1.926 -1.674
N1 0.716 -1.992 2.430
H10 -0.682 -4.571 0.488
H11 -3.464 -1.444 1.916
N2 1.827 -1.628 2.839
H12 1.232 0.627 1.655
H13 -0.869 0.436 -0.460
H14 4.204 2.362 -1.421
C9 -2.900 -1.006 1.054
H15 -3.612 -1.016 0.175
H16 -1.660 -0.919 -2.065
H17 -2.514 -4.314 0.502
C10 0.375 3.167 -1.021
C11 -1.587 -3.929 0.870
C12 -0.125 1.113 0.198
H18 -0.251 -2.074 -2.015

Cartesian forces (eV/Å) of the 6 atoms listed first:
-0.60 -1.51 -0.73
-1.02 -2.25 -0.30
1.29 1.93 -1.07
0.11 -0.92 -0.26
-1.17 -0.12 0.59
-0.09 -0.06 -1.78

Summary:
energy: -866.9466 Eh
maximum force: 4.6 eV Å⁻¹
SMILES: [H]/N=N/C(=C/Cc1ccccc1)[Si](C)(C)C
charge: 0
lowest unoccupied orbital energy: 0.5 eV
highest occupied orbital energy: -8.8 eV
gap between HOMO and LUMO: 9.32 eV

---

Copy entry 1 word for word.
Entry from OMol25: a cluster of 2 separate species, C12H18FN3O5PS in total (the ωB97M-V functional and the def2-TZVPD basis).

Atoms and positions in Å:
H1 -0.920 1.211 -1.662
O1 4.330 -2.293 2.315
C1 2.051 -3.012 1.718
C2 1.014 -1.890 -0.268
H2 6.092 -0.351 0.520
H3 -5.427 4.330 -3.400
C3 3.544 -2.898 1.274
C4 1.249 -1.867 1.135
C5 -6.211 2.386 -4.055
O2 -4.614 2.690 -2.453
C6 6.045 -0.565 1.596
H4 -2.097 2.011 0.906
N1 -2.184 1.461 0.058
H5 -0.286 2.286 -0.317
H6 2.343 -1.312 3.848
C7 -0.860 1.381 -0.584
C8 0.326 -0.843 -0.835
H7 6.819 -1.279 1.896
H8 3.581 -2.255 0.382
O3 -4.986 1.767 -4.462
H9 -6.701 2.875 -4.893
C9 -0.109 0.199 0.050
S1 -0.378 -1.745 4.415
N2 0.097 0.194 1.331
H10 0.141 -0.798 -1.905
C10 -4.106 1.907 -3.447
P1 1.071 -0.776 3.580
H11 -2.802 1.960 -0.577
H12 0.952 0.581 3.928
H13 1.941 -3.164 2.796
N3 0.779 -0.831 1.797
O4 3.753 -0.155 1.966
H14 1.675 -3.933 1.243
F1 -6.664 3.539 -2.041
H15 1.383 -2.725 -0.863
C11 -5.737 3.359 -3.008
O5 -3.024 1.418 -3.421
H16 -6.882 1.630 -3.645
H17 6.237 0.380 2.121
C12 4.631 -0.991 1.965
H18 3.938 -3.883 0.995

Cartesian forces (eV/Å) of the 6 atoms listed first:
-0.16 0.28 0.24
0.79 0.17 -0.94
0.20 -0.25 -0.49
-0.34 0.43 0.04
-0.06 -0.22 0.27
-0.05 0.04 0.11

Summary:
energy: -1847.6740 Eh
maximum force: 2.9 eV Å⁻¹
charge: +1
lowest unoccupied orbital energy: -4.3 eV
highest occupied orbital energy: -12.1 eV
gap between HOMO and LUMO: 7.76 eV

---

Number 2 is which compound? C12H18FO9Pt

---

Which of these has the lowest maximum force? C12H18FN3O5PS